No. 1
# H24O12

A cluster of 12 separate species, H24O12 in total (the ωB97M-V functional and the def2-TZVPD basis, OMol25).

```
! RIJCOSX wB97M-V def2-TZVPD def2/J DEFGRID3
* xyz 0 1
O 3.7131 1.3377 -0.3214
H 3.8114 0.7391 -1.0593
H 4.4699 1.4879 0.2431
O -1.5652 -2.8179 -0.3779
H -0.7617 -2.6344 -0.8709
H -2.0669 -1.9942 -0.3901
O 1.0914 0.6927 -0.6420
H 1.6381 0.2934 -1.3225
H 1.6020 1.4921 -0.4536
O 0.8027 -0.8166 1.6761
H 0.8074 -1.1406 0.7742
H 0.8960 0.1330 1.5848
O -2.6448 -0.4609 -2.1307
H -2.3337 0.3520 -2.5409
H -2.3564 -1.1797 -2.7000
O -1.6897 2.4376 -0.5925
H -1.6294 3.3540 -0.2924
H -0.7838 2.3612 -0.9229
O -3.2687 1.3421 2.1018
H -3.2236 0.8288 1.2957
H -4.1310 1.4026 2.5072
O 2.8506 -1.4918 3.1453
H 1.8825 -1.4902 2.9825
H 2.9351 -2.1243 3.8683
O -3.8227 2.1182 -2.0635
H -4.5028 1.4401 -2.0429
H -3.0453 1.7034 -1.6550
O -0.5711 2.9806 1.7835
H -1.0972 2.2317 2.0859
H 0.2471 2.6378 1.4246
O 2.8299 -1.4975 -1.8822
H 2.0332 -1.8473 -1.4663
H 2.6990 -1.6721 -2.8198
O 1.6547 -3.7489 0.1579
H 1.1967 -3.3672 0.9191
H 2.3333 -3.0825 -0.0032
*
```

Properties
SMILES string: O.O.O.O.O.O.O.O.O.O.O.O
Max |F|, Eh/bohr: 0.030

---

No. 2
# H24O12

A cluster of 12 separate species, H24O12 in total (the ωB97M-V functional and the def2-TZVPD basis, OMol25).

```
! RIJCOSX wB97M-V def2-TZVPD def2/J DEFGRID3
* xyz 0 1
O 52.5520 36.2590 8.3160
H 51.7630 35.8670 8.1410
H 52.5200 37.2970 8.1560
O 51.5720 31.7350 6.3860
H 50.9310 31.4710 5.7920
H 52.0380 30.9520 6.6990
O 52.5690 38.1100 5.6150
H 51.9730 37.4370 5.6650
H 52.1700 38.8890 5.5640
O 54.4580 31.4930 6.0900
H 53.9000 32.1350 5.7390
H 54.0140 31.2530 6.8980
O 48.3290 35.2480 4.3680
H 48.8220 34.6120 3.7480
H 47.7010 35.6260 3.8110
O 51.2770 34.5460 5.7360
H 50.8680 34.4130 4.9740
H 51.6050 33.6020 5.8950
O 53.4100 32.9670 3.1240
H 52.5020 33.1970 3.3350
H 53.8910 33.5340 3.7200
O 50.0250 36.8940 5.8850
H 49.2590 36.6380 5.5470
H 50.2210 36.0100 6.0360
O 51.0760 36.5860 3.2200
H 51.6720 37.3830 3.0990
H 50.5980 37.0320 3.7900
O 50.6880 33.6810 2.9250
H 50.0320 32.9990 2.8730
H 50.4240 34.2420 2.2670
O 53.5330 34.8250 6.7450
H 52.8240 35.3670 7.1920
H 53.0340 34.8870 5.9800
O 51.7540 32.3520 9.0960
H 51.9000 32.3580 8.2660
H 51.3880 31.5910 9.3010
*
```

Properties
SMILES string: O.O.O.O.O.O.O.O.O.O.O.O
Max |F|, Eh/bohr: 0.185

---

No. 3
# H24O12

A cluster of 12 separate species, H24O12 in total (the ωB97M-V functional and the def2-TZVPD basis, OMol25).

```
! RIJCOSX wB97M-V def2-TZVPD def2/J DEFGRID3
* xyz 0 1
O -0.0300 0.0138 -0.0138
H 0.9289 0.1320 -0.2200
H -0.2405 -0.7418 -0.5867
O -0.9952 1.1295 -3.1139
H -1.6644 1.4175 -2.3817
H -0.2428 1.5073 -2.6767
O 1.9745 3.6877 0.1853
H 1.2568 3.0852 0.1271
H 1.6992 4.5503 -0.1828
O 1.2205 -4.4831 -0.1442
H 1.4820 -4.2158 -1.0091
H 1.5115 -3.8002 0.5313
O -1.5701 1.7905 2.7072
H -1.1258 0.9530 2.7738
H -1.4956 2.2084 1.9100
O -1.8297 -2.4976 -1.8888
H -1.6895 -3.3452 -1.3555
H -1.9898 -1.7041 -1.3779
O 2.4971 2.0246 1.8659
H 2.9365 1.2462 2.2901
H 2.6628 1.7229 1.0189
O -3.3858 3.8191 -1.5575
H -3.2707 4.5287 -2.2333
H -2.5727 3.3891 -1.4854
O 4.6278 -1.7082 -1.7290
H 4.6632 -0.7711 -2.1077
H 3.6675 -1.8868 -1.7916
O -1.6537 -2.0792 3.4340
H -2.5230 -1.9964 3.9507
H -1.3916 -1.1668 3.3442
O 4.1814 0.0714 0.4602
H 4.5843 -0.7098 0.2712
H 3.4521 0.2652 -0.1523
O -5.1164 -1.8995 0.0846
H -5.6748 -2.2289 -0.6228
H -4.3281 -1.3909 -0.3555
*
```

Properties
SMILES string: O.O.O.O.O.O.O.O.O.O.O.O
Max |F|, Eh/bohr: 0.097

---

No. 4
# H24O12

A cluster of 12 separate species, H24O12 in total (the ωB97M-V functional and the def2-TZVPD basis, OMol25).

```
! RIJCOSX wB97M-V def2-TZVPD def2/J DEFGRID3
* xyz 0 1
O -0.4935 -0.3077 0.3873
H -0.4000 -1.0976 0.9315
H -0.0420 0.3789 0.8909
O -3.1721 1.4801 -0.2993
H -3.5916 1.6486 -1.1506
H -3.1653 0.5189 -0.2274
O 2.5531 0.7168 -1.4094
H 1.6765 0.5019 -1.0712
H 2.3925 0.9918 -2.3191
O 0.2913 3.2991 -0.7677
H 0.7050 4.1300 -1.0274
H 0.5538 2.6805 -1.4586
O -2.1221 -4.3424 -0.4118
H -2.6105 -4.8582 -1.0632
H -1.2916 -4.8207 -0.3087
O -2.7130 -0.9719 -2.4336
H -3.0517 -1.5724 -1.7600
H -1.7833 -0.8624 -2.2039
O -2.2377 2.1159 2.4367
H -1.6774 1.3415 2.5602
H -3.0564 1.8880 2.8914
O -0.4029 -3.5078 0.4697
H -0.9286 -2.7228 0.6608
H 0.3983 -3.1599 0.0621
O -0.3960 1.1214 -3.0251
H -0.4578 1.0392 -3.9835
H -0.5325 0.2231 -2.7035
O 3.2297 1.9103 3.2276
H 3.3686 1.8423 4.1789
H 2.6616 2.6826 3.1282
O 3.7318 -2.7365 1.3736
H 3.5177 -3.5786 1.7907
H 3.2742 -2.0835 1.9150
O 2.0086 2.3330 0.4880
H 1.1404 1.9885 0.2502
H 2.6231 1.7904 -0.0188
*
```

Properties
SMILES string: O.O.O.O.O.O.O.O.O.O.O.O
Max |F|, Eh/bohr: 0.069

---

No. 5
# H24O12

A cluster of 12 separate species, H24O12 in total (the ωB97M-V functional and the def2-TZVPD basis, OMol25).

```
! RIJCOSX wB97M-V def2-TZVPD def2/J DEFGRID3
* xyz 0 1
O 0.6358 0.2626 -0.9201
H 0.3375 -0.5803 -0.5601
H 1.5962 0.2204 -0.8511
O -2.9535 -2.0388 -2.5241
H -2.8763 -2.8114 -3.0952
H -3.6970 -1.5483 -2.8923
O -0.5894 0.6205 4.1632
H 0.2061 1.0325 3.8075
H -1.2108 0.6359 3.4266
O -0.7510 3.6320 -2.3934
H -0.9073 4.5731 -2.2560
H -1.0568 3.2218 -1.5765
O -0.3441 -5.6955 0.6026
H -1.2944 -5.6731 0.4437
H -0.0240 -4.8673 0.2276
O -0.1388 -1.5303 -2.0187
H 0.5898 -2.0562 -1.6701
H 0.2836 -0.9283 -2.6417
O -0.9221 -2.6470 2.9376
H -0.6098 -3.3475 2.3540
H -1.3745 -3.1171 3.6471
O 1.5186 1.8522 -1.9767
H 1.6725 1.9638 -2.9216
H 2.0077 2.5775 -1.5721
O -0.2008 4.4226 -0.6374
H 0.2852 3.5936 -0.7120
H -0.9835 4.1903 -0.1253
O 3.8171 1.9997 0.6393
H 3.5170 1.3327 0.0116
H 3.3521 1.7806 1.4546
O 3.6893 -0.2942 2.5581
H 2.7318 -0.3693 2.4782
H 3.9658 -1.1575 2.8857
O -3.7243 -0.2353 -0.3456
H -3.6013 -0.7465 0.4621
H -3.2037 -0.7086 -1.0043
*
```

Properties
SMILES string: O.O.O.O.O.O.O.O.O.O.O.O
Max |F|, Eh/bohr: 0.124

---

No. 6
# H24O12

A cluster of 12 separate species, H24O12 in total (the ωB97M-V functional and the def2-TZVPD basis, OMol25).

```
! RIJCOSX wB97M-V def2-TZVPD def2/J DEFGRID3
* xyz 0 1
O 4.2799 -12.0338 -7.3036
H 4.9263 -12.1710 -6.6110
H 4.7273 -12.3026 -8.1060
O -0.1531 -13.7594 -15.2658
H -1.0525 -13.6191 -15.5618
H -0.0015 -13.0672 -14.6223
O 5.6013 -14.6428 -13.4732
H 6.1306 -13.9117 -13.1544
H 4.9168 -14.2313 -14.0007
O 1.9249 -9.4340 -12.4999
H 2.8420 -9.6976 -12.5762
H 1.9245 -8.5015 -12.7159
O -0.7202 -3.8526 -16.9923
H -0.8533 -3.7587 -17.9356
H 0.0193 -4.4552 -16.9131
O -0.3707 -6.1121 -9.2008
H -0.7957 -6.6222 -8.5114
H 0.5334 -6.0123 -8.9028
O 7.3497 -10.7392 -11.3255
H 7.5362 -10.5560 -12.2463
H 8.1370 -10.4564 -10.8603
O 3.3558 -5.8953 -14.8645
H 4.0449 -6.4916 -15.1573
H 3.8186 -5.0916 -14.6275
O -3.1040 -6.0416 -13.4291
H -2.6433 -6.1567 -12.5980
H -2.5793 -5.3998 -13.9075
O -0.1045 -11.1526 -8.4553
H 0.7525 -11.4382 -8.1387
H 0.0814 -10.7067 -9.2817
O 6.4872 -9.1897 -16.7073
H 6.1688 -9.2892 -17.6045
H 7.3917 -8.8922 -16.8052
O 0.7803 -8.4881 -18.0690
H 1.3030 -8.1670 -17.3342
H 1.4182 -8.6524 -18.7634
*
```

Properties
SMILES string: O.O.O.O.O.O.O.O.O.O.O.O
Max |F|, Eh/bohr: 0.006

---

The calculation returns the following ΔE to the lowest compared entry with this formula, charge and spin values, one per record and in order: 58.5 144.1 108.6 102.8 145.9 69.0 kcal/mol.